167
Properties=species:S:1:pos:R:3:forces:R:3 method="wB97M-V/def2-TZVPD" de_lowest_kj_mol=59.3 charge=+1 largest_force_ev_per_a=3.8 s_squared=0.755 spin_multiplicity=2 e_homo_ha="-0.38210 / -0.38210"
C -1.901333 -6.325879 4.951515 0.0403 -0.3111 -0.3862
O -3.125800 -5.623800 4.952880 -0.3155 0.0085 -0.0873
C -2.972422 -4.210626 4.769849 0.1903 -1.1793 0.7913
C -2.674847 -3.799696 3.343889 -0.1094 0.5226 0.9171
N -1.245252 -3.965816 2.964190 -2.6081 -0.6544 -2.7061
C -0.777501 -3.592056 1.670996 0.8898 0.8122 -0.2291
C 0.666472 -4.017630 1.395834 -0.6169 1.9572 1.7418
O 0.965643 -5.173682 2.092818 0.6534 -0.6973 -0.6775
C 2.394017 -5.344318 2.142725 0.3214 -0.6863 0.7268
H -1.479852 -6.270003 3.947858 0.8362 0.3950 0.0628
H -1.942476 -7.414343 4.992161 -1.1934 -0.0128 0.5318
H -1.282827 -6.033826 5.800193 0.4526 0.3776 -0.3582
H -2.210465 -3.853927 5.462889 0.1625 0.2972 0.0137
H -3.921508 -3.764737 5.067365 0.0136 -0.0854 -0.0994
H -3.132172 -2.816043 3.237201 0.9876 0.5305 -0.3784
H -3.329674 -4.394865 2.707433 0.4381 -0.5997 -0.5758
H -0.962347 -4.920337 3.134357 0.8731 -0.2499 0.9343
H -0.822833 -2.509671 1.550598 -0.1809 0.3610 0.0795
H -1.274684 -3.901530 0.751687 -1.5935 -0.7593 0.2872
H 1.091196 -3.171644 1.936218 1.3616 0.1563 -0.2415
H 0.903234 -3.886916 0.339916 0.1217 -0.6290 -0.0833
H 2.854080 -5.798125 1.264947 -0.4299 0.5607 -0.6175
H 2.661495 -6.084010 2.897329 -0.5222 0.1836 0.3897
H 2.843418 -4.390880 2.420403 0.1890 -0.0415 -0.2008
C 2.770422 -3.460428 -2.119963 1.0525 1.9562 -1.0504
O 1.850045 -3.521578 -3.181977 -1.1843 -1.5245 0.2985
C 1.633823 -4.866392 -3.628238 -0.9395 0.0056 -1.2601
C 0.425608 -5.000225 -4.607450 1.1501 -0.1977 -1.2097
N 0.612553 -4.744043 -6.081084 -0.2179 -0.0095 2.2993
C 0.979416 -3.390475 -6.439281 -0.0218 -0.9079 -1.4052
C 1.395913 -3.478760 -7.940855 -0.7078 2.0897 0.4818
O 2.505129 -4.291450 -8.109681 0.6305 -0.5412 -1.2381
C 3.810157 -3.883808 -7.738719 -0.3879 -0.2010 2.1670
H 2.593008 -3.994235 -1.186330 -0.1440 -0.7644 -0.4116
H 2.837953 -2.412433 -1.827998 -0.4231 0.1930 0.1240
H 3.730993 -3.576503 -2.621901 0.5674 -0.9368 0.8110
H 1.424021 -5.595218 -2.845366 -0.0942 0.3999 0.8044
H 2.467687 -5.331750 -4.153800 0.7164 0.5090 -0.0765
H -0.413597 -4.431698 -4.206700 -0.1694 -0.0707 -0.1832
H 0.230987 -6.072343 -4.635402 -0.5094 -0.0412 0.5417
H 1.267236 -5.421623 -6.444918 0.2057 0.0469 -0.0664
H 1.831422 -2.971287 -5.904052 0.0981 0.0375 0.3505
H 0.088759 -2.801568 -6.220176 0.2002 0.5014 -0.4349
H 1.536629 -2.475761 -8.343696 0.7068 0.5076 0.2715
H 0.608322 -3.775909 -8.633323 -0.1688 -0.9759 0.4962
H 3.806281 -3.775893 -6.654077 0.1570 -0.6640 0.6553
H 4.231231 -2.891251 -7.898784 -0.5026 0.2104 -1.6940
H 4.476946 -4.709147 -7.988357 -0.0041 0.3766 -0.2480
C -4.498840 -1.704941 -1.343106 -0.7686 -1.0889 -1.0160
C -5.384164 -3.004946 -1.104151 2.6729 1.1652 -1.9650
C -4.687664 -4.257108 -1.695170 -1.1690 0.7392 0.6971
O -3.580929 -4.627932 -0.866801 0.9108 0.3155 -0.8494
C -2.679119 -5.410523 -1.632779 -0.0989 -1.2078 -0.2318
N -5.584425 -3.134338 0.274482 -0.0147 -0.6657 2.4338
H -3.519220 -1.645365 -0.868873 -0.1734 -0.3566 0.6318
H -5.111968 -0.836606 -1.101948 0.2380 0.0870 -0.0391
H -4.237989 -1.718508 -2.401351 -0.2411 0.4790 -0.2134
H -6.278439 -2.810070 -1.696100 -0.3418 -0.2753 0.2036
H -4.486999 -4.007273 -2.737009 0.7367 -0.3374 -0.0706
H -5.380520 -5.098078 -1.666578 -0.2169 -0.1278 -0.2026
H -1.899711 -5.929219 -1.074588 0.1991 0.8040 0.7940
H -2.223000 -4.888678 -2.474056 -0.0674 0.3145 0.0484
H -3.172958 -6.302228 -2.018892 -0.5465 0.0951 -0.4726
H -5.304638 -4.072846 0.521504 -0.8310 -0.7405 0.1519
H -4.791854 -2.696325 0.721760 -0.1088 0.8549 0.2002
C 0.962043 6.856557 3.356405 0.4478 0.1700 -2.4932
C 0.719695 5.536302 2.570838 0.5605 -0.0969 1.7573
C 0.447244 5.702746 1.077014 0.2461 2.2871 0.2300
O -0.047423 4.622497 0.379272 -1.0948 -1.6708 -0.8805
C -0.811492 4.940370 -0.810285 0.0038 1.1114 0.9611
N 1.900278 4.713140 2.806189 0.1808 -1.1399 -0.5350
H 1.383177 6.639579 4.338061 -0.4082 0.2114 -0.0634
H 0.130902 7.559815 3.304022 -0.1508 -0.1224 0.5341
H 1.728624 7.272276 2.702469 0.5096 0.7677 0.5562
H -0.136216 5.161708 3.132259 -0.2693 -0.9954 -0.6943
H 1.249792 6.120643 0.469248 1.2240 -0.2192 0.5349
H -0.146864 6.616601 1.077292 -1.4005 -0.1344 -0.2921
H -0.286320 5.588503 -1.511863 0.6315 -0.1181 -0.0084
H -1.651187 5.554837 -0.485553 -0.3748 -0.1894 -0.0278
H -1.181938 4.076207 -1.361733 0.3101 -0.2718 0.5878
H 2.658308 5.031435 2.219532 0.1595 0.0915 -0.4190
H 2.276143 4.727054 3.743548 -0.4371 0.1511 0.2688
C -3.525376 7.611280 2.140498 0.0511 -0.5759 -1.2004
C -3.904142 6.265743 1.475864 -0.3093 -0.4950 0.2248
C -3.233386 5.017629 2.042276 0.9071 0.8942 0.6136
O -3.412273 3.852916 1.252025 1.0128 -0.2981 0.7341
C -2.908692 2.653910 1.917735 -0.8252 0.7464 -0.7882
N -5.347985 6.109895 1.558229 -0.4132 0.3632 0.2290
H -2.518246 7.882554 1.823948 0.2156 -0.0370 0.3867
H -3.646827 7.704801 3.219668 -0.0896 -0.1786 -0.0695
H -4.172152 8.294437 1.589979 -0.1189 0.3512 0.5198
H -3.628145 6.416679 0.432236 0.0687 -0.3848 -0.1870
H -3.542153 4.839145 3.072281 -0.8700 -0.1225 0.2176
H -2.214992 5.340409 2.258592 0.9209 -0.6696 -0.7700
H -3.104828 1.839927 1.219837 -0.1190 -0.0092 0.0787
H -3.470795 2.503765 2.839468 -0.0370 -0.0893 0.1241
H -1.840959 2.632675 2.135910 0.0704 0.5985 -0.0735
H -5.629360 5.173616 1.304644 0.1000 -0.2124 -0.3765
H -5.504336 6.133937 2.555758 -0.6207 0.1748 0.3122
C 1.359861 -0.443225 6.785689 0.5102 2.2675 0.3034
C 0.952084 -0.572616 5.311178 -0.1786 -0.4741 1.4814
C 2.157118 -0.522146 4.429466 0.2646 1.1363 -0.9263
O 2.594916 0.847847 4.366900 -0.5644 -1.0430 -0.0604
C 3.696623 1.062320 3.522228 0.2247 0.2615 -0.2404
N 0.234908 -1.821219 5.319299 -0.3442 -0.8877 -0.2601
H 1.938793 -1.260365 7.216070 -0.7330 -0.7715 -0.2686
H 0.534658 -0.084958 7.401141 -0.1409 -0.7356 0.1260
H 2.102957 0.334440 6.962200 0.0266 0.5272 -0.5860
H 0.190812 0.120180 4.952570 0.4555 0.7861 0.3523
H 1.880725 -0.825548 3.419694 -0.0793 -0.1740 -0.3974
H 2.926384 -1.215667 4.769114 0.3647 0.0424 0.2486
H 3.664564 0.612746 2.529775 -0.3221 -0.8014 0.1776
H 4.603077 0.725720 4.025355 0.3094 0.3116 -0.0967
H 3.699952 2.110243 3.222318 0.2859 0.1432 0.8640
H -0.062006 -2.110061 4.398153 0.1138 -0.3019 -0.1826
H 0.792647 -2.517322 5.793083 -0.1215 -0.4456 -0.2676
C -2.258025 1.189150 -7.123391 0.0165 -2.2546 1.0948
C -3.353571 0.307348 -6.384799 1.1305 2.2932 -1.7150
C -3.202503 0.368623 -4.905852 2.0065 -1.4429 0.0221
O -1.943176 -0.372624 -4.548500 -1.8083 0.0388 0.8292
C -2.144977 -1.804171 -4.704392 -0.4074 1.6013 -1.1022
N -4.621067 0.899056 -6.746688 -0.9492 0.1218 -0.2458
H -1.291716 0.735710 -6.902622 0.2592 0.2149 0.0780
H -2.268064 2.206759 -6.732916 -0.1606 0.0585 -0.4625
H -2.396816 1.020182 -8.191233 -0.1548 0.7438 -0.0650
H -3.280444 -0.696549 -6.803053 -0.0861 -0.1433 0.3221
H -4.120392 -0.058088 -4.501518 0.1783 -0.3987 0.7088
H -3.098191 1.392153 -4.545840 0.2072 -0.0558 -0.0233
H -1.413735 -2.404711 -4.163340 -0.0620 0.3747 0.1755
H -2.061348 -1.968770 -5.778643 0.2378 -0.6824 0.0152
H -3.185979 -2.023297 -4.466895 0.0526 -0.4366 0.4365
H -5.056613 1.370181 -5.966657 -0.1628 -0.0378 0.1714
H -4.445152 1.623778 -7.427805 -0.3098 -0.0070 -0.1698
C 6.414683 5.684756 0.467806 1.0299 0.2528 0.2551
C 5.640351 4.459399 0.761692 -0.5476 -0.9088 1.4403
C 5.518609 4.044831 2.280732 1.3649 -0.3254 -0.7139
O 6.746887 4.066130 3.078529 -1.6872 0.4731 -0.6201
C 6.384429 3.802319 4.434444 1.5021 0.0872 -0.2301
N 4.292320 4.577006 0.239770 -1.0642 0.5250 0.0192
H 7.333376 5.697897 1.054245 0.2537 -0.2783 -0.2275
H 5.962477 6.647835 0.704646 -0.4989 -0.1436 -0.5223
H 6.640474 5.441164 -0.570355 0.3954 1.5259 -0.2964
H 6.141759 3.709003 0.150455 0.3757 -0.7562 0.7548
H 5.243981 2.989998 2.281583 -0.6342 0.0528 0.0337
H 4.793341 4.680389 2.788824 -0.2669 0.0093 -0.1528
H 5.844049 2.863597 4.556491 0.0221 -0.1527 -0.0925
H 5.836917 4.589213 4.953218 -0.3129 0.3411 -0.4155
H 7.364019 3.761266 4.910680 -0.1746 -0.3419 0.3861
H 3.778820 3.707632 0.215095 0.3273 -0.4588 0.4287
H 4.284500 4.847060 -0.733425 0.3798 0.4767 -0.1238
C 0.474253 1.164007 1.567576 -0.5697 1.0215 -0.0529
C 1.737204 1.104533 0.777711 0.8224 -1.5843 -1.2073
C 1.491552 0.496312 -0.618490 0.6454 -0.6653 -0.9216
O 0.798084 -0.757890 -0.600843 -1.5753 -0.1112 1.2653
C -0.227362 -0.910025 -1.562337 0.1277 -0.5388 -0.3333
N 2.468984 2.369344 0.755409 -0.4144 -1.0600 -0.0581
H 0.074192 0.191375 1.854005 -0.2361 0.1173 -0.2072
H -0.152711 1.764819 0.908773 -0.9165 -0.4780 -0.0810
H 0.519769 1.844075 2.418182 0.5099 -0.3708 0.4448
H 2.449118 0.352904 1.118775 -0.0901 0.0376 0.8264
H 2.416219 0.085808 -1.024162 0.7410 1.2351 -0.1160
H 1.042482 1.154420 -1.362362 -0.1742 0.3271 0.1675
H -0.549521 -1.951312 -1.555695 0.5415 -0.3951 -0.1577
H 0.178707 -0.653767 -2.540869 -0.3293 -0.0622 -0.2322
H -1.194325 -0.429558 -1.413183 0.2416 1.0092 0.4196
H 1.881657 3.091996 0.364362 -0.4590 0.2618 -0.1570
H 2.452218 2.577899 1.743497 0.3794 0.8515 0.1901